Entry 1:
# C71H155N9O9

9 unconnected molecules or ions with the total composition C71H155N9O9 (ωB97M-V/def2-TZVPD, the OMol25 dataset).

Calculated values
ΔE to the lowest compared entry with this formula, charge and spin: 613.2 kJ/mol
SMILES: CC1(C)CCCC(C)(C)N1O.CC1(C)CCCC(C)(C)N1O.CC1(C)CCCC(C)(C)N1O.CC1(C)CCCC(C)(C)N1O.CC1(C)CCCC(C)(C)N1O.CC1(C)CCCC(C)(C)N1O.CC1(C)CCCC(C)(C)N1O.COC[C@H](C)N.COC[C@H](C)N
F_max: 3.78 eV/Å
Molar mass: 1279.07 Da
HOMO level: -0.2830 Eh

Geometry as ORCA input:
```
! RIJCOSX wB97M-V def2-TZVPD def2/J DEFGRID3
* xyz 0 1
C 11.47 21.67 23.20
C 11.42 21.03 24.61
C 12.81 20.57 24.94
C 13.75 21.69 25.39
C 13.17 22.18 26.68
C 11.77 22.94 26.39
N 10.97 21.98 25.68
O 9.73 22.55 25.47
C 11.06 23.30 27.71
C 12.14 24.22 25.62
C 10.43 19.82 24.61
H 11.23 21.09 22.31
H 12.39 22.16 22.89
H 10.64 22.38 23.20
H 12.83 19.67 25.57
H 13.18 20.16 24.00
H 13.91 22.51 24.69
H 14.70 21.31 25.77
H 13.78 22.96 27.13
H 13.07 21.41 27.44
H 11.77 23.78 28.38
H 10.18 23.93 27.54
H 10.78 22.47 28.35
H 12.37 23.94 24.59
H 11.24 24.84 25.63
H 12.95 24.90 25.85
H 10.65 19.45 23.61
H 9.37 19.97 24.80
H 10.62 19.01 25.31
H 9.22 22.06 26.12
C 7.12 14.87 20.21
C 6.72 15.46 21.57
C 5.30 15.09 21.83
C 5.12 13.60 22.35
C 6.10 13.45 23.55
C 7.61 13.75 23.30
N 7.67 15.09 22.62
O 8.99 15.50 22.32
C 8.30 13.82 24.66
C 8.32 12.58 22.53
C 6.76 17.09 21.45
H 6.68 13.90 19.98
H 8.19 14.65 20.19
H 6.94 15.46 19.31
H 4.93 15.80 22.57
H 4.75 15.48 20.98
H 5.39 12.80 21.67
H 4.09 13.31 22.59
H 5.95 12.39 23.80
H 5.75 14.00 24.43
H 8.63 12.86 25.08
H 9.14 14.50 24.73
H 7.62 14.25 25.39
H 7.90 12.22 21.59
H 9.34 12.85 22.26
H 8.32 11.69 23.16
H 7.72 17.46 21.08
H 6.50 17.62 22.37
H 5.97 17.46 20.80
H 9.14 16.35 22.74
C 9.93 18.59 35.32
C 8.80 18.43 34.31
C 8.27 19.86 33.95
C 7.47 20.16 32.63
C 8.20 19.50 31.44
C 8.67 18.01 31.73
N 9.36 17.88 33.04
O 10.02 16.63 33.19
C 7.44 17.11 31.59
C 9.67 17.60 30.66
C 7.66 17.56 34.86
H 10.16 17.58 35.67
H 9.60 19.19 36.16
H 10.87 18.96 34.91
H 7.59 20.16 34.75
H 9.13 20.52 34.09
H 7.42 21.23 32.41
H 6.48 19.74 32.80
H 8.96 20.14 31.00
H 7.43 19.38 30.67
H 7.16 17.03 30.54
H 7.61 16.13 32.03
H 6.60 17.62 32.08
H 9.15 17.51 29.70
H 10.49 18.30 30.78
H 10.06 16.59 30.80
H 6.74 17.60 34.27
H 7.47 18.04 35.82
H 7.98 16.56 35.14
H 9.38 16.01 33.55
C 12.83 16.10 22.68
C 12.69 15.29 23.99
C 14.18 15.00 24.45
C 14.28 14.63 25.93
C 13.57 15.74 26.78
C 11.98 15.93 26.44
N 11.98 16.12 24.98
O 10.73 16.53 24.51
C 11.07 14.78 27.01
C 11.65 17.19 27.23
C 12.04 13.91 23.75
H 12.96 17.14 22.97
H 11.91 16.10 22.10
H 13.66 15.90 22.01
H 14.52 14.10 23.93
H 14.87 15.82 24.26
H 15.32 14.50 26.25
H 13.70 13.71 26.03
H 14.05 16.72 26.86
H 13.59 15.51 27.84
H 10.94 13.87 26.41
H 11.27 14.40 28.01
H 10.08 15.22 27.03
H 10.59 17.43 27.15
H 12.05 17.12 28.24
H 12.02 18.13 26.83
H 12.55 13.25 23.05
H 10.98 14.11 23.58
H 11.98 13.29 24.65
H 10.89 17.47 24.57
C 1.25 20.78 22.30
C 2.66 21.29 22.72
C 2.55 22.83 23.09
C 3.67 23.27 23.99
C 3.58 22.48 25.28
C 3.75 20.94 25.06
N 2.97 20.47 23.91
O 3.08 19.04 23.69
C 5.27 20.70 24.83
C 3.29 20.38 26.39
C 3.69 20.94 21.60
H 1.12 19.72 22.06
H 0.93 21.35 21.43
H 0.59 20.97 23.14
H 2.63 23.46 22.21
H 1.55 23.00 23.49
H 3.40 24.29 24.24
H 4.56 23.30 23.36
H 2.61 22.70 25.72
H 4.39 22.83 25.91
H 5.91 21.04 25.64
H 5.42 19.65 24.57
H 5.63 21.37 24.05
H 2.38 20.83 26.79
H 3.33 19.29 26.50
H 3.81 20.62 27.31
H 3.62 19.87 21.41
H 4.73 21.17 21.85
H 3.59 21.40 20.62
H 2.20 18.67 23.74
C 2.10 15.26 23.51
C 0.51 15.34 23.65
C -0.05 14.05 24.42
C 0.37 13.95 25.93
C -0.02 15.23 26.68
C 0.12 16.56 25.90
N -0.04 16.47 24.44
O -0.10 17.72 23.81
C -0.90 17.57 26.60
C 1.58 17.02 26.16
C -0.22 15.36 22.22
H 2.45 16.29 23.44
H 2.35 14.79 22.56
H 2.68 14.90 24.36
H -1.14 14.01 24.37
H 0.28 13.13 23.94
H 1.42 13.64 26.01
H -0.12 13.15 26.48
H 0.73 15.22 27.46
H -0.96 15.05 27.20
H -1.89 17.15 26.42
H -0.68 17.65 27.67
H -0.87 18.60 26.23
H 2.27 16.28 25.76
H 1.74 18.01 25.73
H 1.87 16.98 27.21
H -1.29 15.40 22.42
H 0.14 14.48 21.68
H 0.01 16.13 21.49
H -1.05 17.80 23.68
C -1.78 14.55 30.90
C -0.51 15.29 31.42
C -0.70 15.33 33.00
C 0.63 15.43 33.75
C 1.49 14.32 33.36
C 1.89 14.34 31.82
N 0.58 14.30 31.11
O 0.79 14.10 29.78
C 2.82 15.49 31.58
C 2.62 12.99 31.54
C -0.29 16.70 30.80
H -1.80 13.47 31.05
H -1.91 14.72 29.83
H -2.66 14.93 31.42
H -1.25 16.21 33.33
H -1.20 14.41 33.30
H 0.50 15.42 34.83
H 1.06 16.40 33.53
H 0.89 13.44 33.56
H 2.30 14.18 34.07
H 2.87 15.89 30.56
H 2.59 16.43 32.08
H 3.85 15.30 31.85
H 3.32 12.86 32.36
H 1.88 12.20 31.65
H 3.05 12.91 30.54
H -0.06 16.61 29.74
H 0.58 17.14 31.29
H -1.15 17.35 30.93
H 1.11 13.20 29.83
C 6.07 14.77 28.50
C 5.09 15.25 27.41
C 5.80 16.19 26.32
O 6.62 17.08 27.10
C 7.73 17.66 26.44
N 4.48 14.09 26.82
H 6.90 14.27 28.00
H 5.62 14.03 29.17
H 6.66 15.46 29.11
H 4.33 15.79 27.97
H 5.14 16.72 25.63
H 6.39 15.66 25.57
H 7.52 18.39 25.65
H 8.26 16.81 26.00
H 8.44 18.09 27.15
H 3.92 13.42 27.33
H 5.21 13.50 26.43
C 4.90 9.96 27.57
C 5.98 11.01 27.52
C 7.44 10.60 27.85
O 8.34 11.68 27.58
C 9.39 11.60 28.57
N 6.00 11.31 26.06
H 3.92 10.28 27.24
H 4.63 9.70 28.60
H 5.15 9.12 26.92
H 5.63 11.97 27.90
H 7.76 9.77 27.22
H 7.37 10.31 28.89
H 10.19 12.27 28.28
H 9.96 10.67 28.60
H 8.97 11.97 29.50
H 5.52 10.54 25.60
H 6.94 11.34 25.70
*
```

Entry 2:
# C71H61N4PS3Ti

A molecular structure, C71H61N4PS3Ti (ωB97M-V/def2-TZVPD, the OMol25 dataset).

Calculated values
ΔE to the lowest compared entry with this formula, charge and spin: 16.2 kJ/mol
F_max: 1.30 eV/Å
Molar mass: 1145.34 Da
HOMO level (alpha / beta): 0.0017 / 0.0021 Eh

Geometry as ORCA input:
```
! RIJCOSX wB97M-V def2-TZVPD def2/J DEFGRID3
* xyz -2 1
Ti 0.03 0.21 -0.27
C -3.19 0.77 4.88
C -4.09 1.12 3.88
C -3.63 1.57 2.65
C -2.26 1.67 2.40
C -1.37 1.35 3.42
C -1.83 0.90 4.65
P -1.50 2.17 0.78
C -3.03 2.76 -0.04
C -3.73 1.88 -0.86
C -4.96 2.24 -1.39
C -5.49 3.49 -1.13
C -4.78 4.39 -0.34
C -3.56 4.02 0.21
C -0.62 3.66 1.36
C -1.05 4.30 2.52
C -0.23 5.22 3.17
C 1.04 5.46 2.72
C 1.52 4.85 1.54
C 2.84 5.04 1.11
C 3.30 4.37 -0.01
C 2.44 3.61 -0.79
C 1.07 3.51 -0.49
C 0.64 4.00 0.79
H -3.55 0.42 5.84
H -5.15 1.03 4.06
H -4.35 1.84 1.89
H -0.31 1.48 3.26
H -1.11 0.64 5.42
H -3.28 0.92 -1.09
H -5.50 1.54 -2.02
H -6.45 3.78 -1.55
H -5.18 5.38 -0.16
H -3.02 4.73 0.83
H -2.01 4.05 2.94
H -0.58 5.70 4.08
H 1.71 6.11 3.27
H 3.50 5.66 1.70
H 4.33 4.48 -0.32
H 2.81 3.18 -1.71
C 4.54 -4.74 -0.65
C 4.51 -3.30 -0.10
C 5.94 -2.88 0.28
C 3.65 -3.32 1.17
C 3.97 -2.34 -1.15
C 4.40 -2.41 -2.48
C 3.91 -1.53 -3.44
C 2.97 -0.58 -3.07
S 2.22 0.64 -4.08
C 1.36 1.29 -2.63
N 1.57 0.50 -1.52
C 2.50 -0.49 -1.74
C 3.05 -1.36 -0.79
C 0.59 2.42 -2.73
C 0.22 2.94 -4.02
C -0.76 3.86 -4.16
C -1.40 4.41 -3.01
C -0.91 4.11 -1.76
C 0.14 3.18 -1.55
H 4.87 -5.43 0.13
H 5.21 -4.84 -1.50
H 3.54 -5.04 -0.97
H 6.37 -3.58 1.00
H 5.93 -1.88 0.73
H 6.59 -2.84 -0.60
H 3.98 -4.13 1.82
H 2.60 -3.48 0.92
H 3.73 -2.38 1.73
H 5.14 -3.13 -2.78
H 4.25 -1.58 -4.46
H 2.74 -1.24 0.23
H 0.72 2.55 -4.90
H -1.06 4.20 -5.15
H -2.19 5.15 -3.12
H -1.24 4.72 -0.93
S -1.62 -6.49 0.18
C -1.44 -7.48 -1.22
C -0.67 -6.87 -2.16
C -0.20 -5.60 -1.75
C -0.62 -5.23 -0.50
C -0.36 -4.02 0.25
C -0.01 -2.86 -0.41
N 0.28 -1.70 0.22
C 0.35 -1.73 1.61
C -0.08 -2.87 2.37
C 0.02 -2.79 3.80
C 0.67 -1.76 4.40
C 1.25 -0.70 3.63
C 2.15 0.21 4.11
C 2.77 1.14 3.21
C 2.25 1.23 1.92
N 1.30 0.44 1.43
C 0.93 -0.65 2.23
C 3.93 1.88 3.64
C 4.40 2.09 4.92
C 5.64 2.77 4.98
C 6.14 3.06 3.75
S 5.10 2.51 2.50
C -0.47 -3.99 1.68
H -1.93 -8.45 -1.25
H -0.43 -7.33 -3.11
H 0.45 -4.98 -2.36
H 0.02 -2.83 -1.50
H -0.38 -3.60 4.40
H 0.81 -1.76 5.48
H 2.46 0.17 5.15
H 2.63 2.00 1.25
H 3.84 1.79 5.80
H 6.15 3.02 5.91
H 7.05 3.58 3.50
H -0.78 -4.88 2.21
C -2.97 1.10 -4.35
C -1.73 0.21 -4.14
C -1.04 -0.04 -5.48
C -2.13 -1.07 -3.43
C -2.56 -2.14 -4.17
C -2.99 -3.31 -3.58
C -3.13 -3.31 -2.21
C -2.79 -2.23 -1.40
C -3.36 -2.40 0.02
C -3.05 -1.36 1.08
C -4.89 -2.45 -0.09
C -2.07 -1.12 -1.98
N -1.31 -0.20 -1.31
H -2.72 1.93 -5.01
H -3.31 1.52 -3.40
H -3.79 0.52 -4.79
H -1.05 0.74 -3.49
H -1.73 -0.44 -6.23
H -0.21 -0.74 -5.36
H -0.64 0.90 -5.87
H -2.55 -2.07 -5.26
H -3.26 -4.18 -4.17
H -3.54 -4.19 -1.72
H -3.02 -3.37 0.38
H -3.65 -0.47 0.91
H -2.01 -1.07 1.07
H -3.29 -1.75 2.07
H -5.27 -1.50 -0.48
H -5.33 -2.60 0.91
H -5.24 -3.25 -0.74
*
```

Which of these has the lowest F_max? C71H61N4PS3Ti